# 1
This record from the Open Molecules 2025 dataset describes a molecular structure, C37H38BrN4O4Zr. The level of theory is ωB97M-V/def2-TZVPD.

The molar mass is 773.86 g/mol. Its charge is +3. The value obtained for the HOMO-LUMO gap is 4.516 eV. Its energy relative to the best compared isomer or geometry (same formula, charge and spin) is 0.00 kJ/mol.

```
85
Properties=species:S:1:pos:R:3:forces:R:3:mulliken_charge:R:1
Zr -0.24677 0.65440 -1.56183 0.61 -0.20 -0.38 0.99
C 1.83356 -0.56476 -4.39652 -0.01 0.00 0.00 -1.81
C 1.69877 0.63308 -3.50550 -0.02 0.02 0.01 1.98
C 2.44009 0.71851 -2.31948 -0.01 0.05 0.02 -0.65
C 2.35250 1.83025 -1.47823 -0.05 -0.01 0.02 1.12
C 3.27247 1.97236 -0.30731 0.00 -0.01 0.01 -1.73
C 1.41142 2.82946 -1.79219 -0.04 -0.01 0.02 -0.94
C 0.67196 2.79653 -2.98001 -0.04 0.02 0.03 1.18
C -0.25121 3.91724 -3.35982 0.01 0.01 -0.01 -1.82
C 0.82844 1.68509 -3.82292 -0.03 0.02 0.06 -1.45
H 2.86491 -0.65549 -4.74043 0.00 0.01 -0.01 0.43
H 1.18683 -0.48971 -5.26757 0.00 0.00 0.00 0.40
H 1.59756 -1.47872 -3.84770 0.01 0.00 0.00 0.31
H 3.11262 -0.09071 -2.05777 0.00 0.00 0.00 0.55
H 4.23680 2.33450 -0.67248 0.00 0.00 0.00 0.44
H 3.45145 1.01690 0.18511 0.00 0.00 0.00 0.38
H 2.90533 2.69580 0.41736 0.00 0.00 0.00 0.39
H 1.30924 3.68192 -1.12949 0.00 0.00 0.00 0.48
H 0.20497 4.50231 -4.16088 0.00 0.00 0.00 0.40
H -0.42971 4.58898 -2.52240 0.00 0.00 0.00 0.46
H -1.20353 3.54301 -3.73720 0.00 0.00 0.00 0.38
H 0.25095 1.63299 -4.73629 0.00 0.00 0.00 0.49
Br 5.80278 -4.39716 9.41088 -0.01 0.01 -0.02 -0.10
C 4.99437 -3.96945 7.77415 0.00 -0.02 0.00 0.14
C 4.68405 -4.98320 6.87769 0.02 -0.01 0.04 -0.57
C 4.08928 -4.65470 5.67516 -0.03 0.06 -0.05 -0.23
C 3.80221 -3.32297 5.37251 0.11 -0.01 0.20 0.26
C 4.12277 -2.30808 6.28372 -0.02 -0.02 -0.04 -0.11
C 4.71801 -2.63259 7.48077 0.01 0.01 0.02 -0.72
N 3.20002 -3.11127 4.13282 -0.10 -0.01 -0.18 -0.38
N 2.88075 -1.93846 3.84917 0.07 0.02 0.18 0.14
C 2.29672 -1.81807 2.57027 -0.04 -0.04 -0.19 -0.18
C 2.26943 -2.80943 1.61470 0.03 0.03 0.07 -0.67
C 1.66970 -2.61152 0.35711 0.02 0.06 -0.09 -1.14
C 1.11084 -1.40012 0.05765 -0.03 -0.09 0.14 0.60
O 0.46871 -1.08906 -1.10753 -0.07 0.08 -0.10 -0.45
C 1.12749 -0.36404 1.00630 -0.02 -0.02 0.01 -0.61
N 0.52627 0.80675 0.62323 -0.12 -0.11 0.09 0.85
C 0.50316 1.80629 1.49863 0.00 -0.01 -0.03 -0.81
C 1.06313 1.71231 2.77180 0.01 0.00 0.03 -1.52
C 1.67258 0.53899 3.16144 -0.02 0.03 -0.01 -0.40
C 1.71593 -0.54939 2.27163 -0.01 -0.03 -0.04 1.09
H 4.90837 -6.01136 7.12256 0.00 0.00 0.00 0.42
H 3.83636 -5.42072 4.95439 0.00 0.00 0.00 0.43
H 3.90864 -1.27726 6.04191 0.00 0.00 0.00 0.37
H 4.97651 -1.86465 8.19592 0.00 0.00 0.00 0.41
H 2.71911 -3.76322 1.85173 0.00 0.00 0.00 0.57
H 1.65309 -3.41279 -0.37031 -0.01 0.00 0.01 0.55
H 0.02813 2.72826 1.17831 0.00 0.00 0.00 0.70
H 1.01619 2.56427 3.43506 0.00 0.00 0.00 0.54
H 2.11989 0.43363 4.14060 0.00 0.00 0.00 0.61
O -2.25861 -0.86501 -1.70104 0.03 0.12 0.10 -0.64
C -2.20006 -0.65721 -2.92498 -0.10 -0.07 0.11 0.98
O -1.38024 0.19811 -3.39586 -0.03 -0.10 -0.04 -0.67
C -3.03323 -1.46516 -3.89199 0.03 0.02 -0.02 -0.22
N -4.09006 -2.23366 -3.15618 -0.02 0.01 0.02 -0.11
C -4.46485 -3.37718 -4.06958 0.01 -0.06 -0.06 -0.59
C -3.13012 -3.80367 -4.67406 0.00 0.02 0.01 -0.68
C -2.21379 -2.55793 -4.61180 0.01 -0.02 0.00 -0.41
H -3.53138 -0.80657 -4.60267 -0.01 0.00 0.01 0.50
H -4.89712 -1.65840 -2.91217 0.01 0.01 0.00 0.36
H -3.68889 -2.56938 -2.27427 -0.01 0.00 0.00 0.36
H -5.14827 -2.97063 -4.81274 0.00 0.02 0.01 0.35
H -4.97673 -4.14477 -3.49567 0.00 0.01 0.01 0.41
H -3.27423 -4.15407 -5.69272 0.00 0.00 0.00 0.32
H -2.69741 -4.62614 -4.10809 0.00 0.01 0.01 0.36
H -1.91401 -2.20721 -5.59546 -0.01 0.01 0.00 0.44
H -1.30693 -2.77818 -4.04823 0.00 0.00 -0.01 0.08
C -2.70768 0.69384 1.13764 0.01 0.02 -0.03 -1.44
C -2.49504 1.91281 0.30221 -0.08 0.05 -0.08 0.93
O -1.74214 1.83186 -0.72762 -0.05 0.08 0.16 -0.25
C -3.11429 3.16167 0.61977 -0.03 0.06 0.00 0.63
C -2.93465 4.27302 -0.22895 0.01 -0.03 0.00 -0.15
C -3.52440 5.47772 0.07595 0.00 0.02 -0.01 -0.80
C -4.29842 5.59578 1.23063 0.01 -0.03 0.00 -0.36
C -4.48753 4.50835 2.07927 -0.02 0.03 0.01 -0.98
C -3.90484 3.29633 1.77838 0.02 -0.02 -0.02 -0.37
H -2.20523 -0.16918 0.71119 0.00 -0.01 0.01 0.05
H -3.77459 0.48254 1.22304 0.00 0.00 0.00 0.61
H -2.33726 0.86595 2.15051 0.01 0.01 0.00 0.41
H -2.34354 4.16480 -1.12783 -0.01 0.01 0.01 0.36
H -3.39601 6.33085 -0.57561 0.00 0.00 0.00 0.45
H -4.76139 6.54478 1.46803 0.00 0.00 0.00 0.44
H -5.09172 4.61397 2.96935 0.00 0.00 0.00 0.45
H -4.05848 2.45708 2.44282 0.00 0.00 0.00 0.40
```
Forces are in eV/Å.

***

# 2
This record from the Open Molecules 2025 dataset describes a molecular structure, C24H19BClF4IN6NaO2. The level of theory is ωB97M-V/def2-TZVPD.

The molar mass is 695.61 g/mol. Its charge is -1. The value obtained for the HOMO-LUMO gap is 6.284 eV. Its energy relative to the best compared isomer or geometry (same formula, charge and spin) is 0.00 kJ/mol.

```
59
Properties=species:S:1:pos:R:3:forces:R:3:mulliken_charge:R:1
Na -0.28298 -0.91101 0.52394 -0.28 0.11 -0.18 0.87
Cl 6.54907 -0.42117 -1.47801 -0.08 -0.04 -0.33 -0.31
C 5.01060 -0.53438 -0.65150 0.65 -0.07 0.65 0.42
C 5.05114 -0.61704 0.71465 0.13 0.49 0.26 -0.50
C 3.88971 -0.64648 1.48742 0.47 -0.04 -0.24 -0.45
I 3.93846 -0.81539 3.56469 0.16 0.03 -0.07 -0.04
C 2.62438 -0.59444 0.90242 0.17 -0.22 1.02 0.39
O 1.57101 -0.65668 1.59064 -0.25 0.06 -0.12 -0.64
C 2.62644 -0.52075 -0.54847 -0.47 0.05 0.73 -0.01
N 1.40719 -0.47554 -1.07724 -0.61 -0.11 -1.56 0.06
C 1.29038 -0.55047 -2.39545 -0.99 0.14 0.97 -0.35
C 2.37058 -0.64642 -3.26012 0.46 -0.34 -0.57 -1.58
C 3.62329 -0.61149 -2.72812 0.76 0.45 0.11 -0.52
C 3.78310 -0.53028 -1.32395 0.52 -0.16 -0.92 0.43
H 6.01244 -0.55356 1.20261 0.10 -0.22 0.06 0.38
H 0.26527 -0.52830 -2.73872 0.07 -0.16 -0.26 0.76
H 2.25149 -0.81118 -4.32977 -0.21 0.25 0.20 0.45
H 4.51231 -0.58430 -3.36602 -0.31 -0.24 0.25 0.37
C -0.18124 2.87010 3.28746 0.25 1.66 -0.21 -0.61
C -0.42259 2.23533 4.48412 -0.14 -1.20 -0.79 -0.83
C -0.87641 0.88986 4.41590 0.55 1.98 0.95 -0.59
C -1.14327 0.34509 3.20149 -0.49 -0.40 -1.10 0.65
N -0.94762 1.01484 2.05111 -0.06 -0.55 -0.23 0.32
C -0.44959 2.23201 2.08095 -0.25 -0.38 0.73 -0.19
C -1.77230 -1.02217 3.06818 0.30 1.11 -1.49 0.68
C -1.66144 -1.96770 4.04554 -0.82 -1.80 1.33 -0.83
C -2.28494 -3.21783 3.83327 0.51 1.39 -1.06 -0.60
C -2.87761 -3.44198 2.60522 -0.96 -0.78 -0.64 -0.84
C -2.93891 -2.44323 1.63611 1.71 1.44 1.57 -0.12
N -2.37070 -1.23790 1.86648 -0.33 -0.90 0.76 -0.14
H 0.15220 3.92901 3.20421 -0.17 -0.92 0.42 0.37
H -0.27077 2.74248 5.41989 0.07 -0.03 0.25 0.41
H -1.05356 0.36869 5.32899 -0.15 -0.39 0.41 0.37
H -0.31813 2.74237 1.14520 0.10 0.07 -0.40 0.30
H -1.19264 -1.82658 5.03075 -0.02 0.30 -0.77 0.32
H -2.23471 -3.98061 4.56837 0.02 -0.55 0.55 0.44
H -3.34744 -4.39148 2.31890 0.31 0.23 0.47 0.36
H -3.30912 -2.57453 0.65008 -0.48 -0.33 -0.62 0.60
C 0.79800 2.49302 -4.07908 -2.02 0.17 -1.27 -0.95
N -0.44760 2.26739 -3.31309 0.38 -0.47 -0.21 0.16
C -1.27624 1.21225 -3.57993 0.31 0.41 -0.99 -0.23
C -2.30235 0.88532 -2.77452 -0.70 -1.11 -1.57 -0.11
C -2.40853 1.62173 -1.57848 -0.35 0.96 1.63 0.56
N -1.62750 2.64485 -1.27208 -0.54 -0.81 -0.82 -0.65
C -0.63173 3.00460 -2.16219 0.33 0.79 1.91 0.46
O 0.13552 3.91866 -1.86756 -0.07 -0.09 -0.56 -0.73
N -3.40755 1.26164 -0.68089 0.40 -1.84 -1.93 -0.58
H 0.54140 2.40481 -5.16958 0.39 -0.16 0.94 0.33
H 1.55425 1.80949 -3.78173 0.66 -0.60 0.17 0.27
H 1.10182 3.50051 -3.89854 0.25 0.53 0.22 0.36
H -1.03932 0.74326 -4.54238 -0.35 -0.13 0.51 0.28
H -3.04146 0.09741 -3.08322 1.08 0.88 0.61 0.26
H -3.46605 0.22062 -0.63910 -0.10 1.24 0.12 0.23
H -3.33450 1.67182 0.20797 0.36 0.59 1.20 0.37
F -1.35080 -2.22006 -3.00587 0.33 -0.14 -0.24 -0.34
B -1.59488 -2.42621 -1.67006 -1.01 -0.13 1.04 0.36
F -1.83345 -1.13452 -1.03535 0.25 -0.42 -0.24 -0.06
F -0.58200 -3.06906 -0.93851 0.25 0.39 -0.35 -0.37
F -2.78015 -3.16441 -1.46700 -0.06 -0.01 -0.32 -0.41
```
Forces are in eV/Å.

***

# 3
This record from the Open Molecules 2025 dataset describes a molecular structure, C11H16BrN2. The level of theory is ωB97M-V/def2-TZVPD.

The molar mass is 256.17 g/mol. Its charge is +1. The value obtained for the HOMO-LUMO gap (alpha / beta) is 6.239 / 5.418 eV. Its expectation value of S² is 2.018. As for the spin multiplicity: 3.

```
30
Properties=species:S:1:pos:R:3:forces:R:3:mulliken_charge:R:1
C 3.93445 1.07298 2.11222 1.32 0.44 0.35 -0.17
C -2.38392 -1.26027 2.35284 0.38 2.09 -3.61 -0.40
C 3.46146 0.20538 1.42375 0.08 1.33 1.41 -0.41
C -2.51856 -0.70251 1.28747 -0.16 1.36 -1.69 -0.66
C 1.41537 -0.34164 -1.49972 -1.53 0.63 -3.64 -0.95
C 1.27447 1.34332 0.09854 1.03 2.16 -0.52 -1.06
C -0.19674 -0.67251 -1.42459 -0.23 2.04 -0.86 -0.58
C -0.20583 1.02498 0.42143 1.88 -3.98 0.79 -0.55
C -3.21990 -0.84605 -1.03797 -0.92 2.08 -0.34 -1.55
C 2.63231 -0.62117 0.58945 -0.26 -0.13 0.94 -0.14
C -2.68715 0.01219 0.01465 -1.25 -3.49 5.00 0.77
N 1.97538 0.23324 -0.39953 -1.04 -0.69 2.46 0.41
N -0.90456 0.46325 -0.70162 4.20 0.76 -4.10 -0.24
Br -3.44187 1.65527 0.23142 -0.77 1.77 -0.09 0.00
H 4.56030 1.81457 2.66230 -1.06 -1.10 -0.70 0.39
H -2.50224 -1.83065 3.14171 -0.29 -2.32 3.59 0.63
H 1.85426 -1.25813 -1.78574 0.84 -1.00 -0.13 0.44
H 1.53798 0.38891 -2.39211 -0.41 -1.05 1.33 0.38
H 1.22483 2.01785 -0.74268 0.14 0.80 -0.18 0.34
H 1.84088 1.79922 0.94575 -0.78 -0.38 -0.63 0.37
H -0.50868 -0.88004 -2.56981 0.38 0.87 2.89 0.35
H -0.40851 -1.54221 -0.83941 0.32 -0.79 0.35 0.44
H -0.02099 0.24000 1.24042 -1.30 0.98 -0.90 0.15
H -0.68620 1.86946 0.78419 -0.87 1.49 0.74 0.68
H -3.05992 -0.39152 -1.99257 -0.12 0.25 -0.93 0.36
H -2.85921 -1.81780 -1.04262 0.55 -1.86 0.27 0.38
H -4.25192 -0.75557 -0.76312 -1.10 -0.89 -0.75 0.52
H 1.90087 -1.23187 1.25205 0.88 0.76 -1.36 0.31
H 3.32303 -1.20454 0.03982 0.23 -1.44 -0.59 0.37
H -1.07939 1.21588 -1.40652 -0.11 -0.69 0.85 0.42
```
Forces are in eV/Å.

***

# 4
This record from the Open Molecules 2025 dataset describes 4 unconnected molecules or ions with the total composition C17H43FN7O4. The level of theory is ωB97M-V/def2-TZVPD.

The molar mass is 428.57 g/mol. Its charge is +1. The value obtained for the HOMO-LUMO gap is 7.783 eV. Its energy relative to the best compared isomer or geometry (same formula, charge and spin) is 162.59 kJ/mol.

```
72
Properties=species:S:1:pos:R:3:forces:R:3:mulliken_charge:R:1
C 3.01441 1.98663 -2.51798 0.61 -0.62 0.06 -0.77
C 3.15729 0.37191 -2.51511 -0.74 0.49 0.25 -0.31
C 1.89916 -0.30144 -3.27796 1.57 0.95 0.35 -0.17
F 2.05480 -1.72158 -3.31186 -0.79 2.31 0.22 -0.31
N 0.68655 0.10361 -2.48157 1.76 -0.01 -3.91 0.43
N 0.55685 -0.56826 -1.31796 -4.98 2.80 2.18 -0.28
C -0.62204 -0.00004 -0.72972 1.20 1.66 -3.90 0.01
N -1.14376 1.00862 -1.61779 2.23 -1.77 0.39 -0.61
C -0.28119 1.10782 -2.77048 0.55 -4.10 5.27 0.48
N -0.32502 1.91030 -3.83595 0.71 -1.96 1.26 0.09
O -1.31215 2.83936 -3.92385 -0.69 0.98 -0.21 -0.40
H 3.88291 2.39267 -1.89631 -1.21 -0.44 -0.95 0.23
H 2.05919 2.32232 -2.00187 1.17 -0.43 -0.73 0.21
H 3.08155 2.41243 -3.57681 -0.13 -0.53 1.47 0.27
H 4.15041 0.03038 -2.94170 -1.36 0.39 0.36 0.41
H 3.11416 0.07272 -1.40598 0.12 0.14 -1.68 0.21
H 1.78529 0.09704 -4.34550 0.11 -0.78 1.48 0.23
H 1.19241 -1.29577 -0.97692 -0.29 0.44 -0.57 0.30
H -1.07495 -0.28256 0.26993 0.30 0.31 -1.48 0.40
H 0.39512 1.85168 -4.57166 -1.08 0.47 0.44 0.22
H -2.12347 2.53467 -3.45584 0.71 -0.29 -0.31 0.40
C -5.11076 -1.27648 1.40171 -0.08 -0.10 -0.22 -1.45
C -3.83319 -1.60475 2.16917 -0.46 0.16 0.02 0.57
C -4.01393 -1.58338 3.69897 0.43 0.03 0.12 -0.87
O -4.05581 -0.27809 4.26269 -0.19 -0.41 -0.17 -0.39
C -5.33050 0.34556 4.20940 0.18 0.31 0.09 -0.63
N -2.76875 -0.68823 1.73696 0.54 0.06 0.06 -0.46
H -5.35721 -0.21340 1.43023 0.07 -0.06 0.08 0.34
H -5.00114 -1.54829 0.34789 0.01 0.04 0.08 0.32
H -5.96085 -1.83495 1.80053 0.06 0.04 -0.01 0.36
H -3.54205 -2.62331 1.88843 0.06 0.02 0.13 -0.05
H -3.13819 -2.06543 4.14689 -0.02 0.10 0.01 0.36
H -4.88416 -2.17136 4.01087 -0.09 0.07 -0.12 0.46
H -6.14542 -0.37179 4.33518 0.03 -0.04 -0.08 0.30
H -5.44515 0.89187 3.27118 -0.22 -0.05 -0.02 0.23
H -5.38273 1.07294 5.02148 0.08 -0.11 -0.01 0.26
H -1.89779 -0.96903 2.18711 -0.14 -0.05 0.18 0.38
H -2.96762 0.22460 2.14848 -0.04 -0.10 -0.10 0.26
C 5.76311 6.64962 1.30765 0.10 0.21 0.11 -1.38
C 4.35471 6.06584 1.24832 0.35 -0.18 -0.18 0.34
C 4.26487 4.62335 1.78546 -0.39 0.09 -0.07 -0.74
O 4.74832 3.63111 0.88387 0.06 0.05 0.34 -0.29
C 6.15525 3.44391 0.91712 -0.08 -0.13 -0.34 -0.75
N 3.85692 6.16252 -0.12997 -0.19 -0.31 0.09 -0.71
H 6.41833 6.24395 0.53424 -0.09 -0.04 0.03 0.27
H 5.73100 7.73217 1.16067 -0.04 -0.13 -0.03 0.35
H 6.22471 6.46112 2.28045 -0.01 -0.01 -0.05 0.35
H 3.72005 6.69128 1.88524 -0.05 -0.13 -0.03 0.41
H 3.20576 4.38743 1.93610 0.06 -0.04 -0.09 0.33
H 4.74625 4.52615 2.76534 0.15 0.02 -0.06 0.39
H 6.56387 3.57004 1.92276 -0.03 0.08 -0.02 0.36
H 6.64369 4.12619 0.21907 0.18 0.04 0.15 0.27
H 6.36714 2.42574 0.58355 -0.09 0.02 0.06 0.23
H 2.88610 5.85517 -0.14851 0.02 0.19 -0.01 0.27
H 4.34404 5.45309 -0.67778 0.04 0.20 0.04 0.30
C -1.34590 -5.15380 -2.25084 0.22 0.04 -0.18 -1.58
C -1.69448 -4.26634 -1.05971 -0.35 -0.45 -0.10 0.97
C -1.65433 -5.00824 0.29157 -0.17 0.21 0.17 -0.70
O -2.78381 -5.83512 0.53745 0.53 0.12 -0.07 -0.36
C -2.70869 -7.12488 -0.05185 -0.37 -0.04 0.05 -0.67
N -3.00291 -3.64399 -1.29642 0.09 0.10 0.33 -0.68
H -2.15636 -5.83402 -2.51791 0.02 0.07 0.11 0.31
H -1.14171 -4.54126 -3.13326 -0.08 -0.03 0.09 0.37
H -0.45221 -5.74969 -2.04742 -0.06 -0.01 0.00 0.38
H -0.93969 -3.47123 -1.01874 -0.02 0.03 0.12 -0.12
H -1.66710 -4.25511 1.08798 -0.09 -0.04 -0.01 0.27
H -0.72307 -5.57380 0.41485 -0.01 -0.10 -0.12 0.47
H -1.68807 -7.51616 -0.05766 0.02 0.07 -0.05 0.31
H -3.11360 -7.10136 -1.06520 0.15 -0.14 -0.07 0.24
H -3.33357 -7.79960 0.53598 0.06 0.12 0.04 0.25
H -3.19120 -2.98530 -0.54197 0.01 0.07 -0.12 0.15
H -3.70974 -4.36783 -1.16469 0.09 0.08 -0.15 0.37
```
Forces are in eV/Å.

***

For the records above, the corresponding max |F| values read 0.7, 2.7, 6.2, 6.7 eV/A.